Model P:
Formula: C3H4N4
Source: the Open Molecules 2025 dataset
Level of theory: ωB97M-V with the def2-TZVPD basis set

The geometry in XYZ format:
```
11
Properties=species:S:1:pos:R:3
N -0.022 2.096 0.132
C -0.070 0.758 -0.073
C -0.928 -0.654 0.987
N -0.666 -1.720 0.363
C 0.310 -1.990 -0.542
N 1.174 -1.097 -0.913
N 1.037 0.190 -0.522
H -0.654 2.488 0.816
H 0.887 2.550 0.074
H -1.529 0.420 0.460
H 0.460 -3.041 -0.780
```

LUMO energy	-0.675	eV
HOMO level	-8.176	eV
Kohn-Sham gap	0.276	Ha
charge	0

***

Model Q:
Formula: C3H4N4
Source: the Open Molecules 2025 dataset
Level of theory: ωB97M-V with the def2-TZVPD basis set

The geometry in XYZ format:
```
11
Properties=species:S:1:pos:R:3
C -2.197 0.335 -1.163
C -0.869 0.570 -0.748
C 1.031 -1.011 0.871
N -2.597 -0.856 -0.659
N -1.629 -1.393 -0.041
N 1.789 -0.078 0.984
N -0.565 -0.552 -0.071
H -2.692 1.062 -1.746
H -0.067 1.254 -0.715
H 0.660 -2.058 1.027
H 2.633 0.053 1.553
```

LUMO energy	0.346	eV
HOMO level	-9.012	eV
Kohn-Sham gap	0.344	Ha
charge	0

***

Energies relative to the minimum, kJ/mol: model P 267.5; model Q 0.0

***

Model P:
Formula: C5H6N2S
Source: the Open Molecules 2025 dataset
Level of theory: ωB97M-V with the def2-TZVPD basis set

The geometry in XYZ format:
```
14
Properties=species:S:1:pos:R:3
C -2.349 0.930 1.552
N -0.956 1.374 1.375
C 0.015 0.837 0.620
C -0.021 -0.269 -0.228
C -1.211 -1.030 -0.423
N -2.161 -1.659 -0.712
C 1.196 -0.714 -0.915
S 2.677 -0.050 -0.893
H -2.851 0.885 0.590
H -2.832 1.654 2.225
H -2.412 -0.060 2.078
H -0.663 2.117 1.961
H 0.974 1.345 0.629
H 0.999 -1.672 -1.463
```

LUMO energy	-0.503	eV
HOMO level	-8.576	eV
Kohn-Sham gap	0.297	Ha
charge	0
structure (SMILES)	CN/C=C(\C#N)C=S

***

Model Q:
Formula: C5H6N2S
Source: the Open Molecules 2025 dataset
Level of theory: ωB97M-V with the def2-TZVPD basis set

The geometry in XYZ format:
```
14
Properties=species:S:1:pos:R:3
C 1.632 -1.389 0.900
C 0.256 -1.311 0.359
C 0.104 -2.060 -0.910
N -0.017 -2.414 -1.986
N -0.689 -0.613 0.950
C -2.031 -0.672 0.759
C -2.844 -0.994 -0.441
S -2.862 0.775 -0.042
H 1.982 -0.437 0.656
H 2.115 -2.208 0.471
H 1.506 -1.585 1.950
H -2.587 -0.793 1.670
H -2.297 -1.282 -1.309
H -3.865 -1.532 -0.235
```

LUMO energy	-0.464	eV
HOMO level	-9.036	eV
Kohn-Sham gap	0.315	Ha
charge	0
structure (SMILES)	C/C(C#N)=N/[C@@H]1CS1

***

Energies relative to the minimum, kJ/mol: model P 0.0; model Q 118.0

***

Model P:
Formula: C5H6N2S
Source: the Open Molecules 2025 dataset
Level of theory: ωB97M-V with the def2-TZVPD basis set

The geometry in XYZ format:
```
14
Properties=species:S:1:pos:R:3
C -0.614 -0.828 1.844
C -0.622 0.603 -0.190
C 0.504 0.218 -0.909
C 1.009 1.186 -2.041
C 1.200 -0.981 -0.519
H -0.994 -1.955 1.602
H -0.715 -0.660 3.116
H 0.703 -0.807 1.474
H -2.098 0.638 1.210
H -1.204 1.408 -0.770
H 1.866 0.610 -2.550
N -1.125 0.182 0.976
N 1.885 -1.869 -0.268
S 0.205 2.255 -2.975
```

LUMO energy	-0.715	eV
HOMO level	-8.639	eV
Kohn-Sham gap	0.291	Ha
charge	0

***

Model Q:
Formula: C5H6N2S
Source: the Open Molecules 2025 dataset
Level of theory: ωB97M-V with the def2-TZVPD basis set

The geometry in XYZ format:
```
14
Properties=species:S:1:pos:R:3
C -1.799 1.105 0.525
C -0.990 0.372 1.307
C -0.013 -0.196 0.449
C -0.366 0.108 -0.826
N -1.523 0.865 -0.853
S 0.796 -0.396 -2.007
C 1.925 -0.872 -0.501
N 1.185 -0.872 0.691
H -2.640 1.806 0.705
H -1.154 0.363 2.353
H -1.613 1.428 -1.643
H 2.699 -0.084 -0.480
H 2.379 -1.814 -0.780
H 1.114 -1.813 1.061
```

LUMO energy	0.831	eV
HOMO level	-7.024	eV
Kohn-Sham gap	0.289	Ha
charge	0
structure (SMILES)	c1cc2c([nH]1)SCN2

***

Model R:
Formula: C5H6N2S
Source: the Open Molecules 2025 dataset
Level of theory: ωB97M-V with the def2-TZVPD basis set

The geometry in XYZ format:
```
14
Properties=species:S:1:pos:R:3
C -2.628 1.848 0.009
C -1.684 1.131 -0.030
C -0.529 0.307 -0.024
C 0.796 0.895 -0.016
C 1.987 0.275 -0.028
N 2.123 -1.070 -0.020
N -0.633 -0.996 -0.068
S -2.191 -1.690 -0.004
H -3.492 2.477 -0.036
H 0.813 1.947 0.005
H 2.948 0.860 0.092
H 3.035 -1.504 0.047
H 1.200 -1.517 0.048
H -1.745 -2.962 0.026
```

LUMO energy	0.446	eV
HOMO level	-7.713	eV
Kohn-Sham gap	0.300	Ha
charge	0
structure (SMILES)	C#CC(/C=C\N)=N\S

***

Energies relative to the minimum, kJ/mol: model P 253.8; model Q 0.0; model R 158.2

***

Model P:
Formula: C20H26N2O2S
Source: the Open Molecules 2025 dataset
Level of theory: ωB97M-V with the def2-TZVPD basis set

The geometry in XYZ format:
```
51
Properties=species:S:1:pos:R:3
C -4.410 -2.299 -0.552
C -3.113 -2.008 0.103
N -2.969 -1.302 1.165
C -1.673 -1.215 1.553
C -0.777 -1.871 0.769
C 0.699 -2.027 0.930
N 1.315 -2.289 -0.355
C 2.508 -3.112 -0.316
C 3.735 -2.348 0.182
C 3.985 -1.140 -0.718
C 2.739 -0.251 -0.817
C 2.540 0.590 0.432
O 3.097 0.374 1.483
C 1.711 1.818 0.210
C 2.402 3.006 0.005
C 1.699 4.177 -0.218
C 0.322 4.168 -0.243
C -0.385 2.981 -0.035
O -1.733 3.100 -0.068
C -2.569 1.948 -0.032
C -3.970 2.442 0.309
C -2.552 1.228 -1.380
C 0.322 1.803 0.198
C 1.507 -1.126 -1.181
S -1.605 -2.647 -0.540
H -4.351 -2.114 -1.623
H -4.676 -3.346 -0.407
H -5.183 -1.676 -0.111
H -1.431 -0.655 2.439
H 0.888 -2.889 1.580
H 1.097 -1.137 1.440
H 2.686 -3.465 -1.338
H 2.310 -3.983 0.312
H 3.573 -2.010 1.206
H 4.607 -3.004 0.173
H 4.818 -0.553 -0.327
H 4.249 -1.484 -1.721
H 2.861 0.464 -1.640
H 3.482 3.006 0.025
H 2.233 5.103 -0.374
H -0.242 5.071 -0.416
H -2.237 1.267 0.762
H -3.950 2.993 1.245
H -4.640 1.594 0.410
H -4.334 3.101 -0.475
H -2.905 1.901 -2.159
H -1.547 0.903 -1.638
H -3.202 0.360 -1.338
H -0.198 0.880 0.401
H 1.654 -1.482 -2.207
H 0.599 -0.521 -1.166
```

LUMO energy	0.623	eV
HOMO level	-8.512	eV
Kohn-Sham gap	0.336	Ha
charge	0
structure (SMILES)	Cc1ncc(CN2CCC[C@H](C(=O)c3cccc(OC(C)C)c3)C2)s1

***

Model Q:
Formula: C20H26N2O2S
Source: the Open Molecules 2025 dataset
Level of theory: ωB97M-V with the def2-TZVPD basis set

The geometry in XYZ format:
```
51
Properties=species:S:1:pos:R:3
C 7.063 -1.129 -1.484
C 5.825 -1.457 -0.664
O 4.723 -0.835 -1.291
C 3.483 -1.014 -0.769
C 3.186 -1.745 0.369
C 1.875 -1.875 0.807
C 0.841 -1.273 0.119
C -0.586 -1.429 0.602
N -1.578 -1.314 -0.445
C -1.791 -2.532 -1.191
C -2.134 -0.146 -0.844
S -3.318 -0.094 -2.010
N -1.679 1.007 -0.291
C -2.442 2.231 -0.338
C -3.609 2.225 0.667
C -3.103 1.903 2.042
C -3.098 0.590 2.499
C -2.560 0.274 3.734
C -2.019 1.270 4.530
C -2.026 2.582 4.087
C -2.560 2.895 2.850
C 1.129 -0.529 -1.023
C 2.428 -0.391 -1.475
O 2.793 0.315 -2.578
C 1.789 0.964 -3.319
H 7.205 -0.053 -1.523
H 6.941 -1.497 -2.498
H 7.938 -1.591 -1.037
H 5.674 -2.545 -0.624
H 5.938 -1.081 0.363
H 3.972 -2.228 0.927
H 1.670 -2.456 1.694
H -0.700 -2.425 1.043
H -0.797 -0.711 1.405
H -2.468 -2.328 -2.018
H -2.234 -3.294 -0.547
H -0.840 -2.902 -1.582
H -1.039 0.938 0.486
H -2.837 2.344 -1.351
H -1.757 3.054 -0.121
H -4.089 3.204 0.648
H -4.333 1.475 0.345
H -3.526 -0.188 1.882
H -2.563 -0.751 4.076
H -1.599 1.024 5.495
H -1.611 3.363 4.708
H -2.562 3.920 2.508
H 0.322 -0.066 -1.566
H 1.062 0.255 -3.726
H 2.305 1.460 -4.139
H 1.263 1.714 -2.717
```

LUMO energy	0.677	eV
HOMO level	-7.947	eV
Kohn-Sham gap	0.317	Ha
charge	0
structure (SMILES)	CCOc1ccc(CN(C)C(=S)NCCc2ccccc2)cc1OC

***

Energies relative to the minimum, kJ/mol: model P 0.0; model Q 21.9